Record 1
C54H31Cl3GeN11STi as an isolated structure, computed with ωB97M-V with the def2-TZVPD basis set.

Each line ends with the Löwdin spin population.
CARTESIAN COORDINATES (ANGSTROEM)
Ti: -0.10341 0.67087 0.34205  0.02
C: -4.07604 -0.93368 -4.74962  0.00
C: -4.71261 -1.75185 -3.80753  0.00
C: -4.33629 -1.72737 -2.47582  0.00
C: -3.30618 -0.87176 -2.12380  0.00
C: -2.63058 -0.66415 -0.84783  0.00
N: -3.03662 -1.26972 0.26497  0.00
C: -2.28870 -1.21390 1.33474  0.00
C: -2.53477 -2.12508 2.45639  0.00
C: -3.45221 -3.15802 2.52371  0.00
C: -3.37225 -4.01897 3.60495  0.00
C: -2.37083 -3.84801 4.55989  0.00
C: -1.44926 -2.81214 4.46866  0.00
C: -1.55302 -1.92359 3.40768  0.00
C: -0.66031 -0.79055 2.92489  0.02
N: 1.59133 0.05361 3.11323  0.01
C: 0.61021 1.12309 3.26103  0.00
N: 0.41855 1.71938 1.92532  0.00
C: 0.88450 3.01397 1.93160  0.00
N: 1.05683 3.82570 0.94882  0.00
C: 0.74332 3.47290 -0.32502  0.00
N: 0.05246 2.35820 -0.72297  0.00
C: -0.13225 2.43244 -2.10805  0.00
N: -0.93190 1.61894 -2.84076  0.00
C: -1.62904 0.67390 -2.34167  0.00
N: -1.63616 0.23408 -0.98094  0.00
C: -2.66817 -0.06614 -3.05332  0.00
C: -3.05142 -0.07535 -4.38610  0.00
C: 0.49262 3.59517 -2.57980  0.00
C: 0.62006 4.16628 -3.86708  0.00
C: 1.28768 5.35307 -3.98281  0.00
C: 1.84191 6.01608 -2.85056  0.00
C: 1.72199 5.48356 -1.59678  0.00
C: 1.04019 4.25817 -1.45696  0.00
C: 1.28122 3.37401 3.29430  0.00
C: 1.82884 4.56642 3.73103  0.00
C: 2.25055 4.64155 5.04610  0.00
C: 2.14288 3.53111 5.87618  0.00
C: 1.60094 2.33620 5.42153  0.00
C: 1.13932 2.27035 4.11370  0.00
N: -1.19891 -0.47742 1.58597  0.00
H: -4.37523 -0.99653 -5.78876  0.00
H: -5.48547 -2.43455 -4.13734  0.00
H: -4.77632 -2.38231 -1.73686  0.00
H: -4.16228 -3.29442 1.71934  0.00
H: -4.05719 -4.85262 3.69055  0.00
H: -2.28816 -4.55445 5.37639  0.00
H: -0.66001 -2.73362 5.19940  0.00
H: -2.53955 0.53889 -5.11449  0.00
H: 0.20016 3.66669 -4.73059  0.00
H: 1.40364 5.80502 -4.96125  0.00
H: 2.36850 6.95175 -2.99388  0.00
H: 2.14043 5.97093 -0.72590  0.00
H: 1.94471 5.38723 3.03641  0.00
H: 2.70384 5.55020 5.42147  0.00
H: 2.52107 3.58394 6.88930  0.00
H: 1.57278 1.48642 6.08192  0.00
N: 0.48307 -8.69502 3.73796  0.02
C: 0.64589 -7.61009 3.38877  0.01
C: 0.85863 -6.25006 2.96814  0.03
C: 0.30832 -5.78052 1.77674  0.00
C: 0.49375 -4.46470 1.39866  0.04
C: 1.22132 -3.58171 2.20883  0.03
C: 1.81056 -4.08026 3.37852  0.03
C: 1.62749 -5.39580 3.75883  -0.01
C: 1.28301 -2.15991 1.83369  0.31
C: 0.83696 -1.16753 2.84244  0.04
C: 1.49843 -0.95302 4.18563  0.01
C: 0.62950 -0.65323 5.34536  0.00
C: -0.44689 0.08051 5.10639  0.00
N: -0.65700 0.45885 3.73235  0.01
C: 1.59854 -1.78992 0.52509  0.01
C: 2.28593 -2.54534 -0.44493  0.18
C: 2.46764 -1.74347 -1.57487  0.01
C: 1.88641 -0.52308 -1.31502  0.18
N: 1.34234 -0.52526 -0.04409  0.03
H: -0.28090 -6.43915 1.15134  0.00
H: 0.05410 -4.10630 0.47289  0.00
H: 2.45590 -3.44886 3.97034  0.00
H: 2.08987 -5.77407 4.66144  0.00
H: 2.45997 -1.41005 4.36252  0.00
H: 0.90747 -0.99925 6.33294  0.00
H: -1.16001 0.42854 5.84178  0.00
H: 2.64287 -3.55080 -0.29598  0.01
H: 2.97677 -2.01336 -2.48537  0.00
H: 1.82111 0.34926 -1.94983  0.01
S: -1.41677 -3.55771 -1.59275  0.00
C: -1.35500 -3.40805 -3.32662  0.00
C: -2.19243 -4.17070 -4.16446  0.00
C: -2.18388 -4.01563 -5.54131  0.00
C: -1.34100 -3.08895 -6.14815  0.00
C: -0.50219 -2.33059 -5.34001  0.00
C: -0.50913 -2.48251 -3.96390  0.00
H: -2.85920 -4.88880 -3.70318  0.00
H: -2.84884 -4.62376 -6.14652  0.00
H: -1.33285 -2.96428 -7.22430  0.00
H: 0.16239 -1.59942 -5.78860  0.00
H: 0.14426 -1.87791 -3.34534  0.00
Cl: 6.54459 0.71984 0.96075  0.00
Ge: 4.47836 0.83014 2.01135  0.00
Cl: 5.07525 2.18196 3.81028  0.00
Cl: 4.73513 -1.20013 3.16224  0.00

* energy above the lowest of the compared OMol25 structures with the same formula, charge and spin: 277.6 kJ/mol
* net charge: -2
* ⟨S²⟩: 0.79
* multiplicity: 2
* lowest unoccupied orbital energy (spin up / spin down): 0.098 / 0.098 hartree
* DFT total energy: -200935.824 eV

=====

Record 2
C54H36I4N6SeW as an isolated structure at a distorted geometry, computed with ωB97M-V with the def2-TZVPD basis set.

Each line ends with the Löwdin spin population.
CARTESIAN COORDINATES (ANGSTROEM)
W: -0.32045 0.04426 -0.04017  1.69
I: -1.62217 -9.28696 0.29548  0.00
C: -1.07586 -7.29217 0.50573  0.00
C: -1.30124 -6.40121 -0.53291  0.00
C: -0.93617 -5.07149 -0.38278  0.00
C: -0.34127 -4.61397 0.78996  0.00
C: -0.12080 -5.52709 1.81713  0.00
C: -0.48376 -6.85926 1.68357  0.00
C: 0.02494 -3.17499 0.91549  0.00
C: 0.99580 -2.63001 0.14584  0.02
C: 1.87006 -3.43803 -0.78237  0.00
C: 3.32706 -2.34622 -1.99554  0.00
C: 2.67261 -0.93575 -1.74697  0.00
C: 2.97602 0.33490 -2.49171  0.00
C: 4.39407 0.79062 -2.49387  0.00
C: 4.83074 1.91321 -1.79220  0.00
C: 6.17202 2.26497 -1.75984  0.00
C: 7.09798 1.49709 -2.44917  0.00
I: 9.11234 2.02067 -2.40459  0.00
C: 6.69050 0.39306 -3.18068  0.00
C: 5.34631 0.05068 -3.19358  0.00
C: 0.49028 0.46075 -2.92536  0.01
N: -0.47642 0.91641 -1.84522  0.01
C: -1.49323 1.60895 -2.45298  0.02
C: -2.48676 2.27262 -1.77706  0.00
C: -3.43059 3.13799 -2.53553  0.00
C: -4.80152 2.89994 -2.53265  0.00
C: -5.66967 3.72065 -3.23726  0.00
C: -5.16089 4.79096 -3.95915  0.00
I: -6.45323 6.02554 -5.02385  0.00
C: -3.79725 5.04598 -3.97794  0.00
C: -2.94125 4.22128 -3.26237  0.00
C: -2.62424 2.19754 -0.37225  0.03
C: -3.43248 3.10073 0.41345  0.00
C: -3.30282 2.73240 1.70570  0.02
C: -2.46743 1.56162 1.74500  0.00
N: -2.01947 1.29596 0.43311  0.03
C: -2.32482 0.70860 2.80202  0.01
C: -1.72086 -0.57463 2.72904  0.00
C: -1.82278 -1.60249 3.66805  0.03
C: -1.23216 -2.73246 3.11004  0.00
C: -0.74941 -2.36251 1.85446  0.03
N: -1.05985 -1.04891 1.61011  0.01
C: -2.93161 1.08092 4.11257  0.00
C: -4.31031 1.06389 4.28889  0.00
C: -4.86985 1.39257 5.51529  0.00
C: -4.04162 1.74136 6.57228  0.00
I: -4.87167 2.23768 8.41131  0.00
C: -2.66320 1.75825 6.41429  0.00
C: -2.11537 1.42131 5.18531  0.00
C: -1.32594 1.56191 -3.90043  0.00
C: -0.18227 0.95559 -4.17437  0.02
N: 1.17163 -1.23765 0.15808  -0.01
H: -1.76308 -6.73516 -1.45195  0.00
H: -1.12521 -4.37259 -1.19005  0.00
H: 0.37172 -5.20789 2.72731  0.00
H: -0.29745 -7.55554 2.48970  0.00
H: 1.60448 -4.48547 -0.68722  0.00
H: 4.14017 -2.39535 -2.71049  0.00
H: 4.10649 2.54759 -1.30115  0.00
H: 6.48944 3.14329 -1.21411  0.00
H: 7.40725 -0.19108 -3.74137  0.00
H: 5.02650 -0.79440 -3.79017  0.00
H: -5.19588 2.05893 -1.97427  0.00
H: -6.73283 3.52312 -3.23008  0.00
H: -3.40236 5.88207 -4.53849  0.00
H: -1.87477 4.41735 -3.26704  0.00
H: -4.00719 3.91660 0.00806  0.00
H: -3.76643 3.18566 2.56710  0.00
H: -2.29781 -1.52153 4.63261  0.00
H: -1.15429 -3.70616 3.56172  0.00
H: -4.94999 0.78558 3.46042  0.00
H: -5.94310 1.37521 5.64543  0.00
H: -2.02121 2.03056 7.24054  0.00
H: -1.03937 1.42743 5.05912  0.00
H: -2.01638 2.00905 -4.59620  0.00
H: 0.26939 0.79033 -5.14061  0.00
C: 0.93662 2.57596 1.09385  0.01
N: 1.20239 1.11268 1.08770  0.01
C: 1.44884 0.64493 2.46844  0.01
C: 2.36436 0.84871 0.19112  0.02
C: 2.49244 -0.65838 -0.15565  0.01
C: 3.59233 -1.26412 0.68368  0.00
C: 4.00787 -2.49939 0.45345  0.00
C: 3.41897 -3.19408 -0.71616  0.00
C: 1.88663 -2.92879 -2.26671  0.00
C: 1.41337 -1.53169 -2.36023  0.01
H: 1.79804 3.09500 1.52170  0.00
H: 0.05113 2.77197 1.69672  0.00
H: 0.78366 2.91807 0.06937  0.00
H: 2.32210 1.17369 2.86036  0.00
H: 1.62221 -0.42736 2.47207  0.00
H: 0.57800 0.86625 3.08188  0.00
H: 3.29292 1.19408 0.65234  0.00
H: 2.18870 1.46066 -0.69060  0.00
H: 4.01408 -0.66627 1.48321  0.00
H: 4.77474 -2.96377 1.06045  0.00
H: 3.91702 -4.13815 -0.93362  0.00
H: 1.62464 -3.64148 -3.04357  0.00
Se: 1.91091 2.94836 -3.14874  0.00
C: 1.90475 1.09742 -2.82972  0.00
N: 0.43357 -1.00701 -2.94955  0.01

* energy above the lowest of the compared OMol25 structures with the same formula, charge and spin: 21.2 kJ/mol
* ⟨S²⟩: 2.03
* multiplicity: 3
* lowest unoccupied orbital energy (spin up / spin down): -0.048 / -0.059 hartree
* DFT total energy: -165094.795 eV